No. 1
The following is a quantum chemistry calculation of C18H29AgAsF6NO11 as an isolated structure, from the Open Molecules 2025 dataset.

The geometry in XYZ format:
```
67
Properties=species:S:1:pos:R:3:forces:R:3:lowdin_charge:R:1
Ag -0.0468 1.0100 -0.5652 -0.029 -0.111 0.316 0.82
As 0.4557 3.5136 -3.1447 1.417 3.652 -2.767 0.91
F -0.2865 3.0244 -1.5695 -0.089 0.427 -1.090 -0.33
F 1.4640 4.7537 -2.3404 -1.030 -1.492 0.124 -0.28
F 1.2423 4.0526 -4.6474 -0.440 -0.988 0.996 -0.28
F -0.4834 2.3588 -4.1303 0.560 0.777 1.720 -0.26
F -0.7151 4.9055 -3.4671 0.637 -2.494 1.003 -0.29
F 1.7406 2.3270 -2.8488 -1.074 0.098 0.062 -0.29
C 0.3786 -6.4284 -0.5109 -0.586 -0.132 -0.176 0.08
C 0.9728 -5.2243 -0.9549 -1.208 0.169 0.124 0.03
C 0.4723 -4.0177 -0.4991 0.838 0.021 -1.421 0.08
C -0.7467 -3.9534 0.2415 1.125 0.060 1.210 0.01
C -1.3106 -5.1581 0.6552 -0.844 -2.684 0.682 0.06
C -0.7693 -6.4027 0.3130 -0.349 1.656 -0.078 0.05
N -1.2363 -2.6293 0.7612 -2.726 1.649 2.365 -0.27
O -0.8964 -1.6383 0.1852 1.164 -0.347 -1.218 0.09
O -2.0291 -2.5062 1.7608 2.270 -2.470 -2.370 0.13
H 0.7359 -7.3653 -0.9122 0.139 -0.157 0.127 0.14
H 1.6103 -5.4030 -1.8082 0.819 0.934 0.311 0.14
H 0.9723 -3.1347 -0.8687 -0.285 0.382 0.184 0.13
H -2.1645 -5.2738 1.3063 -0.300 0.902 -0.024 0.14
H -1.2648 -7.3247 0.5792 0.034 0.064 0.314 0.14
C -4.7876 3.3326 -2.4513 -0.150 -0.052 -0.368 -0.04
C -3.3090 2.9739 -2.2830 0.002 0.017 -0.543 -0.18
O -3.0495 1.7371 -2.9981 0.542 -3.456 0.810 0.00
C -2.7812 0.5127 -2.4107 -0.999 3.780 3.424 -0.52
O -2.6949 0.3147 -1.1602 0.409 0.357 -3.119 0.01
O -2.7047 -0.3872 -3.3271 0.580 0.639 -1.404 0.05
C -2.6199 -1.7228 -3.0097 -1.372 -2.250 -0.545 -0.07
H -5.2668 3.5828 -1.5049 -0.003 -0.088 -0.081 0.07
H -5.3103 2.5090 -2.9378 -0.025 -0.305 0.415 0.08
H -4.9787 4.1355 -3.1633 0.419 0.308 0.219 0.08
H -3.0165 2.9310 -1.2338 0.125 -0.245 -0.186 0.10
H -2.6444 3.6204 -2.8561 -0.181 0.448 0.512 0.10
H -3.4252 -2.0187 -2.3372 0.384 0.169 0.694 0.11
H -1.6535 -2.1652 -2.7681 0.246 0.712 0.427 0.09
H -2.9346 -2.2404 -3.9159 0.265 0.087 -0.286 0.10
C 3.6591 -1.6268 3.4634 0.394 1.870 -0.163 -0.05
C 2.8177 -1.3526 2.1950 -1.045 -0.741 1.705 -0.25
O 3.4435 -1.4633 0.9662 -0.435 0.278 -1.700 0.03
C 3.0501 -0.6518 -0.1014 -0.915 2.311 2.932 -0.55
O 2.2552 0.3234 -0.1251 1.335 -3.113 0.586 0.03
O 3.8706 -0.9763 -0.9995 0.774 -0.802 -3.105 0.04
C 3.9156 -0.1680 -2.2160 0.355 -0.150 -0.172 0.03
H 4.0835 -0.6430 3.6636 0.391 -0.196 0.789 0.07
H 4.4650 -2.3555 3.5503 -0.153 -0.139 -0.964 0.08
H 2.9491 -1.9034 4.2428 -0.002 0.325 0.092 0.08
H 2.3346 -0.3755 2.1903 -0.088 -0.050 0.625 0.10
H 2.0741 -2.1213 2.4051 -0.828 -0.134 -1.360 0.10
H 4.3826 -0.7655 -2.9990 0.356 -0.122 0.469 0.10
H 4.5504 0.6669 -1.9192 -0.401 0.264 -0.595 0.12
H 2.9391 0.0820 -2.6307 -0.051 0.408 0.693 0.08
C 2.2886 2.8108 4.9760 0.271 -1.729 1.518 -0.07
C 1.7945 2.4012 3.6237 0.521 2.139 0.142 -0.16
O 0.3601 2.7314 3.6106 1.089 -0.753 0.322 0.08
C -0.4051 2.1343 2.7615 -2.819 1.333 -3.108 -0.49
O -0.1018 1.3105 1.8840 -0.530 0.861 1.852 0.02
O -1.6613 2.8240 2.8148 1.969 -1.641 0.584 -0.03
C -2.7293 2.4513 1.9182 0.735 -0.900 0.158 -0.04
H 1.7451 2.1967 5.6941 -0.009 0.322 0.505 0.08
H 2.2901 3.8566 5.2831 -0.556 -0.008 -0.587 0.09
H 3.3262 2.4931 5.0790 0.157 -0.065 -0.155 0.08
H 2.0521 1.3919 3.3030 -0.543 0.103 0.242 0.10
H 2.3496 3.1390 3.0443 -0.659 -0.300 -1.302 0.13
H -3.5975 3.0773 2.1240 0.585 0.574 -0.301 0.10
H -3.1177 1.4502 2.1051 0.435 -0.299 0.136 0.09
H -2.3018 2.4611 0.9156 -0.618 0.314 -0.202 0.06
```
Forces are in eV/Å.

Calculated values
- 2S+1: 2
- Charge: +1
- LUMO energy (spin up / spin down): -0.2324 / -0.3715 Ha
- E: -124278.605 eV
- Largest force on an atom: 5.20 eV Å⁻¹

---

No. 2
The following is a quantum chemistry calculation of C18H29BF2N3O4PtSi2 as an isolated structure, from the Open Molecules 2025 dataset.

The geometry in XYZ format:
```
60
Properties=species:S:1:pos:R:3:forces:R:3:lowdin_charge:R:1
Pt -0.8926 0.8376 -0.3032 -0.712 0.624 0.272 0.93
O -6.0051 -0.6389 2.5635 -0.592 -0.857 -0.180 0.12
C -5.7159 -1.3745 1.5101 -0.017 0.225 0.199 -0.51
O -6.3361 -2.3709 1.2243 -0.086 -0.242 -0.123 0.08
C -4.5600 -0.9494 0.6645 -0.192 0.049 0.215 -0.04
C -4.1488 -1.6923 -0.4118 -0.095 -0.179 -0.088 0.01
N -3.0764 -1.0763 -0.9161 -0.045 -0.366 -0.664 0.05
N -2.7597 0.0237 -0.2514 0.638 -0.046 0.307 -0.07
C -3.6501 0.1316 0.7198 -0.399 0.378 0.227 -0.11
C -3.6776 1.3045 1.6531 0.496 -0.105 -0.286 -0.42
O -4.5191 1.3155 2.5415 -0.126 0.271 0.459 0.11
O -2.8268 2.2434 1.5235 -0.393 0.318 0.382 0.17
H -5.4187 0.1668 2.6023 0.313 0.415 0.081 0.02
H -4.5601 -2.6020 -0.8167 0.041 0.067 -0.018 0.14
H -2.5303 -1.3076 -1.7299 0.148 -0.090 0.122 0.15
C 4.1872 4.5098 0.4935 0.008 -0.026 -0.008 -0.05
C 3.0125 3.5994 0.2753 0.057 0.041 -0.030 -0.27
C 2.7894 2.4870 1.0685 -0.009 -0.101 0.110 -0.02
C 1.6872 1.6833 0.8395 0.042 -0.137 0.041 -0.11
N 0.7953 1.9279 -0.1242 0.247 0.210 0.006 -0.13
C 1.0034 3.0044 -0.8952 0.007 0.109 -0.015 -0.13
C 2.0889 3.8397 -0.7325 -0.032 0.043 -0.099 -0.01
H 4.8879 4.0837 1.2112 -0.011 0.010 -0.013 0.07
H 3.8579 5.4782 0.8746 -0.012 -0.002 0.002 0.08
H 4.7183 4.6887 -0.4429 -0.004 0.000 0.016 0.08
H 3.4700 2.2355 1.8728 -0.030 -0.028 -0.019 0.11
H 1.5014 0.7997 1.4358 -0.013 0.014 0.016 0.10
H 0.2583 3.1901 -1.6522 -0.049 0.010 0.005 0.12
H 2.2011 4.6927 -1.3914 -0.033 -0.037 0.008 0.12
C -0.5250 -3.8315 0.7427 -0.029 -0.149 0.118 -0.20
Si 0.2390 -2.1078 0.8859 -0.078 -0.014 -0.148 0.35
C -0.7184 -1.2813 2.2979 -0.100 -0.059 0.117 -0.20
C 1.9685 -2.3703 1.6027 0.112 0.005 0.021 -0.20
C 0.1755 -1.2645 -0.7427 -0.081 0.266 0.200 -0.48
Si 1.5670 -1.1029 -1.9098 -0.171 -0.056 -0.219 0.35
C 1.4419 0.4224 -3.0282 0.008 0.089 -0.107 -0.21
C 1.5769 -2.5682 -3.1153 0.086 -0.088 -0.059 -0.21
C 3.3111 -1.0202 -1.1948 0.046 0.069 0.145 -0.19
H -0.4344 -4.3936 1.6813 -0.037 0.040 -0.102 0.02
H -0.0415 -4.4087 -0.0518 -0.025 0.016 0.039 0.02
H -1.5939 -3.7592 0.5062 0.089 -0.006 -0.003 0.01
H -0.3013 -1.5603 3.2738 -0.061 -0.020 -0.084 0.02
H -1.7704 -1.5978 2.2926 0.094 0.092 -0.023 0.02
H -0.7078 -0.1913 2.2169 0.000 0.002 0.051 0.00
H 1.8917 -2.8138 2.6028 -0.015 0.049 -0.094 0.02
H 2.5302 -1.4348 1.6942 0.000 -0.063 -0.004 0.01
H 2.5548 -3.0492 0.9784 0.026 0.033 0.017 0.02
H -0.6012 -1.7963 -1.3140 0.091 -0.099 -0.037 -0.04
H 0.4067 0.7761 -3.0691 0.060 0.001 -0.027 0.01
H 1.7764 0.2051 -4.0499 0.013 0.015 0.087 0.02
H 2.0587 1.2428 -2.6439 -0.078 -0.053 -0.056 0.01
H 0.6617 -2.5695 -3.7200 0.065 -0.014 0.055 0.02
H 1.6130 -3.5149 -2.5648 -0.004 0.044 -0.060 0.02
H 2.4309 -2.5391 -3.8043 -0.089 0.003 0.057 0.02
H 3.3885 -0.2669 -0.4026 0.028 -0.063 -0.069 0.01
H 4.0202 -0.7475 -1.9851 -0.079 -0.013 0.037 0.03
H 3.6215 -1.9797 -0.7793 0.037 0.006 0.037 0.01
F -2.9744 2.9648 -0.7312 0.035 -0.126 0.406 0.03
B -2.0528 2.5938 0.2897 1.041 -0.196 -1.275 -0.97
F -1.2951 3.7329 0.6352 -0.131 -0.281 0.056 0.05
```
Forces are in eV/Å.

Calculated values
- 2S+1: 1
- Charge: -1
- Energy relative to the best compared isomer or geometry (same formula, charge and spin): 1.078 eV
- LUMO energy: 0.0890 Ha
- E: -56919.455 eV
- Largest force on an atom: 1.66 eV Å⁻¹

---

No. 3
The following is a quantum chemistry calculation of an isolated ion of composition C18H29BNO4 and charge -1, from the Open Molecules 2025 dataset.

The geometry in XYZ format:
```
53
Properties=species:S:1:pos:R:3:forces:R:3:lowdin_charge:R:1
C 1.8555 -3.2152 -0.6099 0.141 -0.012 -0.713 -0.09
C 1.1224 -2.0658 -1.3535 -0.978 -1.207 -0.146 -0.29
O 0.3390 -1.2617 -0.5196 0.831 0.201 -0.044 -0.08
B 0.6269 0.2012 -0.5586 -0.827 1.448 -0.357 -0.74
C 0.1977 0.9209 -2.0060 -0.102 -0.351 -0.205 -0.12
C -0.7815 0.1143 -2.8930 0.572 0.502 0.039 -0.22
C -2.0917 -0.3052 -2.2196 -0.629 -0.358 -1.387 -0.16
C -2.7707 -1.4818 -2.9826 1.009 -0.018 1.071 -0.24
O -2.3866 -1.5632 -4.3522 -0.835 -0.368 0.043 -0.20
C -2.3666 -2.9241 -4.7430 -0.077 0.053 0.131 -0.13
C 2.1953 0.6258 -0.2870 0.290 -1.073 0.138 -0.09
C 2.9954 -0.1381 0.8234 0.365 -0.148 0.086 -0.13
C 2.2415 -0.4316 2.1050 -0.186 1.449 0.832 -0.45
N 1.4907 -1.6579 2.3158 0.569 -0.348 -0.123 0.10
O 2.2735 0.3977 3.0039 -0.024 -0.582 -0.506 0.05
C -0.4214 0.8553 0.5854 0.565 -0.216 0.144 -0.04
C -0.0991 2.2457 1.0513 -0.171 0.351 0.728 -0.33
O 0.3132 3.1631 0.3613 -0.214 -0.521 0.032 0.06
C -0.3596 2.5848 2.5378 0.133 -0.489 -0.764 -0.13
C -1.0065 1.7255 3.3913 -0.555 -1.108 -0.007 -0.05
C -1.2674 2.0581 4.6996 -0.295 -0.235 0.170 -0.10
C -0.8786 3.2862 5.1744 -0.408 -0.033 1.257 -0.12
C -0.2189 4.1628 4.3519 0.015 0.542 0.309 -0.10
C 0.0238 3.7995 3.0561 0.824 1.000 -1.022 -0.04
H 1.4683 -3.3531 0.3975 0.186 0.289 0.013 0.05
H 1.6945 -4.1586 -1.1512 0.016 0.131 0.018 0.05
H 2.9388 -3.0529 -0.6282 -0.101 -0.012 0.467 0.05
H 0.4187 -2.5892 -2.0330 0.150 0.226 -0.088 0.10
H 1.8095 -1.5261 -2.0189 0.003 0.203 0.298 0.12
H 1.1066 1.1221 -2.6022 -0.207 -0.066 -0.079 0.08
H -0.2479 1.9140 -1.8484 0.148 -0.107 0.203 0.09
H -0.2495 -0.7399 -3.3262 -0.213 -0.111 0.225 0.09
H -1.0512 0.7407 -3.7562 -0.011 -0.236 -0.011 0.10
H -2.7890 0.5397 -2.2871 0.180 0.058 0.503 0.11
H -1.9658 -0.6658 -1.1998 0.081 0.337 0.007 0.10
H -3.8615 -1.4670 -2.8349 0.042 0.048 -0.401 0.11
H -2.4114 -2.3911 -2.4738 -0.048 0.014 -0.166 0.11
H -3.1720 -3.4987 -4.2628 0.033 0.114 -0.032 0.08
H -1.4121 -3.3674 -4.4258 -0.089 -0.106 -0.238 0.09
H -2.5239 -3.0185 -5.8208 0.298 0.199 0.049 0.08
H 2.3484 1.6939 -0.1102 -0.336 -0.054 -0.046 0.09
H 2.7245 0.4083 -1.2289 0.070 0.106 0.174 0.08
H 3.4849 -1.0516 0.4647 -0.498 -0.055 -0.150 0.09
H 3.8231 0.5141 1.1259 -0.120 -0.108 0.179 0.10
H 0.5350 -1.4210 2.5665 0.000 0.196 -0.264 0.07
H 1.8716 -2.0422 3.1799 0.004 0.042 -0.017 0.08
H -1.4560 0.8773 0.2141 0.174 0.030 -0.161 0.11
H -0.4354 0.1445 1.4204 -0.099 0.312 0.115 0.06
H -1.3653 0.7562 3.0673 0.143 0.081 -0.240 0.10
H -1.8072 1.3509 5.3199 0.076 0.104 0.091 0.10
H -1.1172 3.5460 6.2028 0.117 0.089 -0.076 0.10
H 0.0745 5.1416 4.7145 0.060 -0.057 -0.021 0.10
H 0.5408 4.4975 2.4030 -0.069 -0.143 -0.059 0.12
```
Forces are in eV/Å.

Calculated values
- 2S+1: 1
- Charge: -1
- LUMO energy: 0.1135 Ha
- E: -29494.027 eV
- Largest force on an atom: 1.71 eV Å⁻¹

---

No. 4
The following is a quantum chemistry calculation of a 9-piece molecular cluster, C18H29F4N2O18 overall, from the Open Molecules 2025 dataset.

The geometry in XYZ format:
```
71
Properties=species:S:1:pos:R:3:forces:R:3:lowdin_charge:R:1
N 0.6601 -0.4855 -0.4530 0.015 -0.418 1.285 0.29
H 0.9658 0.1991 0.2325 -0.205 0.017 0.122 0.08
H -0.3163 -0.7750 -0.2842 -0.715 0.776 -0.140 0.07
H 1.1119 -1.3920 -0.2312 1.025 -0.520 -0.511 0.07
H 0.8284 -0.1160 -1.3937 0.102 -0.445 -0.681 0.07
N -1.0703 -2.5917 -2.6674 -1.462 -0.728 -0.037 0.31
H -1.3795 -2.1740 -1.7732 0.261 0.198 0.607 0.09
H -1.2319 -3.5953 -2.6294 0.329 -0.088 0.402 0.14
H -0.0810 -2.4168 -2.9589 0.829 0.320 -0.011 0.06
H -1.7663 -2.2582 -3.3336 0.358 0.374 -0.228 0.11
C -4.2745 -0.7134 0.5653 0.424 0.871 0.179 -0.02
C -2.9225 -1.4165 0.4758 -1.085 -2.673 -0.432 -0.72
O -2.8139 -2.5102 1.0498 0.227 0.653 0.419 -0.02
O -2.1149 -0.9911 -0.4102 0.639 0.969 -0.615 -0.12
H -4.0590 0.3330 0.7988 -0.359 0.187 -0.168 0.06
H -4.9569 -1.1065 1.3157 0.281 -0.215 0.073 0.07
H -4.7527 -0.7763 -0.4129 0.023 0.119 0.025 0.06
C 1.3469 -0.6030 -5.4408 -0.299 0.908 -0.248 -0.03
C 1.2662 -0.8888 -3.9542 0.430 -0.464 0.370 -0.73
O 1.4147 -2.0863 -3.5976 -0.532 -0.137 -0.118 -0.07
O 1.0014 0.0613 -3.1780 -0.236 0.325 -0.292 -0.07
H 1.8702 -1.3350 -6.0502 0.015 -0.154 0.279 0.07
H 1.7496 0.3974 -5.6084 0.164 -0.055 0.002 0.07
H 0.3094 -0.5294 -5.7807 -0.031 -0.170 -0.139 0.07
C 3.3129 -3.5604 1.5347 0.367 0.859 -1.527 -0.04
C 2.0382 -3.9109 0.7396 -0.291 -1.228 -0.797 -0.76
O 1.6002 -3.1126 -0.1381 0.309 1.090 0.558 -0.10
O 1.5827 -5.0590 0.8984 0.076 -0.116 0.767 -0.07
H 3.4030 -2.4705 1.5738 -0.207 0.045 0.963 0.06
H 4.1524 -3.7315 0.8508 -0.103 -0.485 -0.172 0.07
H 3.5253 -4.1510 2.4175 -0.356 0.293 0.152 0.05
C 0.7721 -3.2617 4.1065 1.516 0.928 1.404 -0.02
C 2.0228 -2.8793 4.9323 -0.699 -0.608 -1.580 -0.29
O 2.3882 -1.6212 4.4128 1.366 0.255 0.793 0.13
C 1.4131 -1.1017 3.6621 -0.960 -0.859 -1.165 -0.55
O 1.4257 -0.0818 3.0389 0.288 -0.182 0.895 0.16
O 0.3811 -1.9699 3.6485 -1.260 -0.010 -0.318 0.08
F 2.9386 -3.8344 4.6145 0.806 0.343 0.834 0.05
H 0.1438 -3.7552 4.8454 -0.989 0.261 -0.740 0.14
H 1.0983 -3.8964 3.2835 -0.374 -0.093 -0.122 0.13
H 1.8907 -2.8096 6.0110 0.269 -0.070 0.029 0.16
C -2.1283 0.8472 -3.1106 -0.056 0.837 0.708 -0.03
C -3.2279 1.7149 -2.5134 -0.249 -0.600 0.515 -0.29
O -4.3709 0.8850 -2.4761 0.742 1.193 0.015 0.13
C -4.1086 -0.2548 -3.1137 -1.921 -1.286 0.729 -0.59
O -4.9845 -1.0713 -3.2392 1.163 0.020 -0.564 0.14
O -2.8313 -0.3681 -3.4597 0.860 0.385 -0.447 0.06
F -3.4656 2.7278 -3.3880 -0.401 0.858 -0.334 0.05
H -1.2908 0.7359 -2.4262 -0.248 -0.771 0.006 0.10
H -1.7536 1.4133 -3.9618 -0.069 -0.616 -0.439 0.14
H -3.0876 2.1353 -1.5184 0.237 -0.072 -0.200 0.15
C -1.8606 3.0696 2.6606 -1.862 0.667 0.246 -0.05
C -1.5424 1.6111 2.8946 2.423 1.667 0.050 -0.32
O -0.8515 1.3406 1.7085 0.734 -1.811 -0.509 0.12
C -1.1187 2.2071 0.7261 -1.120 -0.531 -0.826 -0.56
O -0.8927 2.0883 -0.4428 0.479 0.109 0.846 0.16
O -1.8519 3.1919 1.2405 -0.369 1.345 0.337 0.09
F -2.6130 0.8362 3.0774 -0.285 -0.232 -0.122 0.12
H -1.2443 3.8504 3.1043 0.637 -0.510 0.003 0.14
H -2.8604 3.2671 3.0553 -0.160 0.024 -0.394 0.14
H -0.7921 1.5239 3.6823 -0.416 -0.686 0.236 0.17
C 2.7969 5.5932 0.4270 -0.898 0.698 -0.040 -0.06
C 4.0863 4.9651 -0.0132 -0.552 0.644 -1.036 -0.32
O 3.6865 3.6488 -0.2809 1.775 0.115 0.337 0.15
C 2.6283 3.3328 0.4721 -1.778 -0.443 -0.723 -0.53
O 2.1302 2.2537 0.4835 0.316 0.565 0.729 0.20
O 2.0993 4.4738 0.9987 -0.005 0.263 0.101 0.08
F 5.0113 5.0980 0.9711 0.431 -0.605 0.112 0.08
H 2.2639 6.0674 -0.4032 -0.272 -0.884 -0.416 0.14
H 2.8205 6.4564 1.0911 0.640 -0.591 0.729 0.14
H 4.4795 5.3365 -0.9586 0.261 0.174 0.235 0.17
```
Forces are in eV/Å.

Calculated values
- 2S+1: 1
- Charge: -1
- Energy relative to the best compared isomer or geometry (same formula, charge and spin): 1.118 eV
- LUMO energy: 0.0693 Ha
- E: -69845.413 eV
- Largest force on an atom: 2.94 eV Å⁻¹